25
Properties=species:S:1:pos:R:3:forces:R:3 method="wB97M-V/def2-TZVPD" homo_energy_ha="-0.235 / -0.317" multiplicity=3 energy_ev=-18286.1306 lumo_energy_ev="0.91 / -2.19"
C -3.046571 1.149773 0.572428 -0.8 -2.8 2.4
C -3.057125 -0.020568 1.446502 1.0 3.0 -4.3
C -2.435829 1.095031 -0.644273 0.3 0.8 -0.9
C -2.422338 -1.172985 1.010216 2.5 -0.9 -3.6
C -1.643127 -0.019063 -1.135054 0.9 -3.2 0.0
C -1.595583 -1.206141 -0.135070 -3.1 3.6 0.0
C 0.594252 0.217336 -0.546916 1.5 -0.1 1.8
C 1.981230 0.625301 -0.855545 1.0 2.8 -1.0
C 2.734136 0.008795 0.280420 -0.3 -2.4 0.5
C 1.640487 -0.543043 1.230622 -0.4 -0.6 -1.1
N 0.389899 -0.345014 0.577563 -0.3 1.4 -0.9
N -0.926798 -2.320353 -0.300205 0.3 -3.1 2.2
O -0.272992 0.449450 -1.455833 -2.6 0.3 -1.6
F -0.393286 -2.577519 -1.492822 0.3 0.8 -1.8
H -3.685047 1.906256 1.009511 0.4 0.7 -0.7
H -3.530736 0.081150 2.322239 -1.6 0.0 3.2
H -2.310730 1.911033 -1.341760 -0.6 0.6 0.3
H -2.281164 -2.114411 1.413157 -0.6 -1.5 2.0
H -1.933535 -0.527009 -2.108762 -0.1 1.1 0.8
H 2.328208 0.198443 -1.816393 -0.4 0.6 0.3
H 2.089810 1.830984 -0.900272 -0.4 -2.8 0.0
H 3.183982 -0.935691 -0.140369 0.8 1.4 0.8
H 3.266428 0.702429 0.904916 1.3 -0.1 -0.4
H 1.614770 -1.604573 1.426935 0.9 -0.5 0.2
H 1.628595 -0.041296 2.143581 0.1 0.8 1.8

42
Properties=species:S:1:pos:R:3:forces:R:3 method="wB97M-V/def2-TZVPD" homo_energy_ha=-0.167 charge=-1 energy_ev=-52495.4614 lumo_energy_ev=2.25
C -0.333354 3.931514 2.264293 -0.2 -0.1 -1.1
C 1.008968 3.078837 2.315396 0.5 -2.6 4.0
O 1.253624 2.467138 3.392225 -0.6 2.5 -3.9
O 1.929352 2.927765 1.245685 -2.5 0.0 0.5
C 1.328046 2.177065 0.137998 -1.0 1.0 -2.4
O 1.369222 2.727768 -0.970128 0.1 -2.0 3.8
C 0.659684 0.785256 0.507959 1.4 0.9 1.6
Sb 0.056954 -0.498005 -1.202653 0.5 -0.7 -1.7
C 2.138506 -1.234816 -1.552460 1.3 0.4 -1.7
C 2.303998 -1.619971 -3.125358 -1.2 -1.1 1.7
F 1.880485 -0.577807 -4.015032 1.1 -1.2 1.0
C -0.436267 -2.075227 0.257075 -0.7 -0.1 2.1
C 0.758305 -2.605314 1.180842 -0.8 -2.0 -0.3
C 1.175338 -4.080157 0.634324 1.5 1.8 -0.9
I -0.214623 -5.657309 1.165434 0.5 0.6 -0.2
C -2.034486 0.307176 -1.279739 -0.8 1.9 -0.5
I -3.586553 -1.234004 -0.914765 0.3 0.7 -0.2
C -2.276936 1.654459 -0.454673 -1.0 -1.4 0.6
C -2.938229 1.432208 1.010242 0.2 1.7 -0.6
I -3.858907 2.745183 -1.586907 0.3 0.3 0.3
H -0.163731 4.959062 2.725617 0.0 -1.3 -0.8
H -1.180991 3.441918 2.870848 1.7 0.4 -0.9
H -0.709051 4.026752 1.178299 0.7 0.1 1.7
H -0.200250 0.885461 1.273211 1.4 0.2 -1.2
H 1.474130 0.193793 1.078591 -1.2 1.0 -0.8
H 0.434882 0.751432 -2.401099 -0.3 0.0 0.5
H -0.427544 -1.569238 -2.537290 -0.2 0.0 0.1
H 2.852830 -0.349742 -1.361447 -0.8 -1.5 0.1
H 2.417432 -2.180785 -0.990560 0.0 1.2 -0.5
H 3.362797 -1.994824 -3.315434 -1.2 0.9 -0.3
H 1.568881 -2.497705 -3.284508 1.2 1.3 -0.1
H -0.991517 -2.921668 -0.272985 0.9 1.0 0.7
H -1.206906 -1.617334 0.990813 1.0 -0.7 -1.2
H 1.714194 -1.989619 1.150127 -1.3 -0.6 0.2
H 0.363368 -2.765894 2.251313 0.9 0.6 -1.5
H 1.229490 -3.969980 -0.510179 -0.4 -0.6 1.7
H 2.234257 -4.377901 0.959114 -1.7 0.2 -0.2
H -2.217442 0.587509 -2.385005 0.5 -0.8 1.7
H -1.405081 2.383956 -0.445920 -1.0 -1.2 -0.2
H -4.053394 1.238689 0.861190 1.7 -0.2 0.4
H -2.875198 2.467782 1.520353 -0.1 -1.7 -0.5
H -2.404284 0.646576 1.635192 -0.7 0.9 -0.9

13
Properties=species:S:1:pos:R:3:forces:R:3 method="wB97M-V/def2-TZVPD" homo_energy_ha="-0.289 / -0.288" energy_ev=-15879.4545 lumo_energy_ev="-1.56 / -1.56" relative_energy_kcal_mol=100.6
C -0.290247 -2.568157 -0.097402 -0.2 -0.2 -1.2
C -1.446656 -1.609262 -0.293833 -0.2 -1.6 -1.6
C -0.016023 0.071122 0.355822 2.6 0.0 -1.8
C 1.135187 0.917418 -0.271158 -0.8 -0.4 -1.2
N 0.870921 -2.413071 0.048575 0.5 0.5 0.7
O -0.878281 -0.340480 -0.470128 -0.5 1.2 -0.3
I -1.538816 -4.530296 -0.482204 0.2 -0.3 0.1
H -2.001167 -1.813797 -1.246059 0.4 0.1 1.2
H -1.977853 -1.834557 0.592240 -1.4 0.9 0.9
H -0.080395 -0.278498 1.370693 0.2 0.2 0.5
H 1.189525 1.987504 0.106243 0.3 -1.6 -0.3
H 1.085698 0.872726 -1.429218 -0.8 0.5 1.9
H 2.038045 0.275785 -0.223719 -0.2 0.7 1.1

19
Properties=species:S:1:pos:R:3:forces:R:3 method="wB97M-V/def2-TZVPD" homo_energy_ha=-0.086 charge=-1 energy_ev=-8915.8726 lumo_energy_ev=3.89 relative_energy_kcal_mol=27.5
C 1.864328 0.972794 0.171926 -0.2 -0.1 0.1
O 0.698992 1.418068 0.679045 0.1 -0.1 -0.1
C 1.720480 0.342377 -1.230715 0.3 0.3 0.0
N 3.026453 -0.006401 -1.832320 0.0 0.0 -0.2
H 2.648155 1.760522 0.050833 0.1 0.0 0.0
H 2.355579 0.170090 0.801952 0.1 0.1 0.0
H 1.032245 -0.509494 -1.186891 -0.1 0.0 0.0
H 1.278026 1.119502 -1.859952 -0.1 -0.1 0.0
H 3.398215 -0.870257 -1.454537 -0.1 0.0 0.1
H 2.917272 -0.157075 -2.827616 0.0 -0.1 0.0
C -2.534841 -1.557331 1.161168 -0.2 -0.5 0.0
C -1.810889 -0.279531 0.873711 0.0 -0.3 0.2
C -2.407976 0.894106 0.750428 0.1 0.1 0.0
H -2.085680 -2.157907 1.958680 0.1 0.3 0.1
H -3.576416 -1.376785 1.439254 0.0 0.0 -0.1
H -2.532383 -2.240921 0.303508 0.0 0.2 -0.1
H -0.724994 -0.280678 0.790845 0.0 0.1 -0.1
H -1.783380 1.753012 0.533137 0.0 0.0 0.1
H -3.483188 1.005910 0.877542 0.0 0.0 -0.1

88
Properties=species:S:1:pos:R:3:forces:R:3 method="wB97M-V/def2-TZVPD" homo_energy_ha="-0.366 / -0.373" charge=+1 multiplicity=5 energy_ev=-95652.8477 lumo_energy_ev="-2.93 / -3.13" relative_energy_kcal_mol=16.7
Cr -0.403668 -0.578030 0.335416 0.7 1.3 0.8
C 1.856603 -3.058745 1.572283 -0.1 0.2 0.0
C 1.972978 -1.588324 1.233508 0.2 0.2 -0.2
C 2.310477 -0.637746 2.209835 -0.2 0.1 -0.1
C 2.308949 -0.983440 3.676527 0.0 0.0 -0.1
C 2.702478 0.655847 1.834492 0.0 -0.2 -0.1
C 3.140850 1.596771 2.922711 0.0 0.0 -0.1
C 2.739636 1.021656 0.484112 0.0 -0.2 0.0
C 3.155450 2.404568 0.058360 -0.1 0.0 0.1
C 2.414626 0.078766 -0.499914 0.0 0.0 0.2
C 2.585726 0.403751 -1.958659 -0.1 0.0 0.0
C 1.983446 -1.209586 -0.129318 0.6 -0.1 0.1
C 1.789752 -2.253990 -1.203450 -0.1 0.1 0.0
H 0.850249 -3.442370 1.413124 -0.1 -0.1 0.0
H 2.139591 -3.265319 2.598209 0.0 0.0 0.0
H 2.532282 -3.630965 0.938544 0.0 -0.1 0.0
H 3.325734 -1.168168 4.026048 0.0 0.0 0.1
H 1.718028 -1.866663 3.893509 0.0 -0.1 0.1
H 1.897880 -0.166282 4.266295 0.0 0.0 0.1
H 2.305468 1.840661 3.579393 0.0 0.1 0.1
H 3.543381 2.523564 2.534446 0.1 0.1 0.0
H 3.914204 1.132329 3.532837 0.0 0.0 0.1
H 4.227676 2.439921 -0.136801 0.1 0.1 -0.1
H 2.930178 3.149914 0.813289 0.0 0.1 0.1
H 2.634460 2.698093 -0.847270 0.0 0.1 -0.1
H 1.618298 0.635876 -2.407420 0.0 0.0 -0.1
H 3.015482 -0.438510 -2.493339 0.0 -0.1 -0.1
H 3.250152 1.247025 -2.109183 0.0 0.0 0.0
H 2.759994 -2.627299 -1.535929 0.1 0.0 -0.1
H 1.281641 -1.826136 -2.065076 0.0 -0.1 -0.1
H 1.213111 -3.102233 -0.846255 0.0 0.0 -0.1
I -1.292462 2.028442 -3.916086 -0.2 -0.4 0.0
C -2.038481 0.160640 -3.288612 0.9 0.5 0.6
C -3.104374 -0.468009 -3.914370 -0.5 -0.6 0.0
C -3.596878 -1.663138 -3.427657 -0.5 0.0 -0.6
I -5.326034 -2.479172 -4.336831 0.4 0.1 0.1
C -3.003607 -2.305542 -2.319780 0.1 0.2 0.2
C -3.367780 -3.557762 -1.779067 0.3 0.0 0.2
C -2.661684 -4.059981 -0.709411 -0.3 0.0 -0.3
C -1.664490 -3.292658 -0.114056 0.4 0.6 0.1
N -1.324463 -2.084671 -0.552350 -0.8 -1.8 -0.5
C -1.937638 -1.626823 -1.676009 -0.3 0.0 -0.5
C -1.438073 -0.380580 -2.149313 -0.6 0.3 -0.9
O -0.484373 0.187859 -1.495498 0.4 0.3 0.4
H -3.548406 -0.014816 -4.788164 -0.1 0.0 0.0
H -4.183196 -4.117598 -2.212786 0.0 0.0 -0.1
H -2.886564 -5.034748 -0.305886 0.0 -0.1 0.0
H -1.135420 -3.648771 0.761639 -0.1 0.0 0.0
C -3.539378 0.156416 0.784197 0.0 -0.1 0.0
C -2.911798 -0.609948 1.894241 -0.1 0.1 -0.1
N -1.641902 -0.986135 1.954394 -0.5 0.1 0.0
C -1.500593 -1.707715 3.104110 -0.2 -0.1 0.4
C -2.692589 -1.754025 3.753750 0.4 -0.3 0.1
N -3.583195 -1.058630 2.979039 0.4 0.0 -0.4
C -4.950419 -0.769182 3.372490 -0.3 -0.2 0.1
N -4.950941 -0.090973 4.627509 -0.1 0.9 0.1
N -5.090787 -0.780289 5.786012 -0.2 -1.2 -0.5
N -4.918627 -0.025956 6.773723 0.0 0.0 1.0
C -4.630844 1.236583 6.337743 0.1 0.4 -1.4
C -4.337869 2.413887 7.024169 0.0 -0.1 -0.1
C -4.065927 3.530652 6.266557 0.0 0.0 0.2
C -4.095965 3.498824 4.866068 0.0 -0.1 -0.2
C -4.379676 2.345283 4.166295 0.0 0.1 -0.2
C -4.643145 1.210791 4.920720 0.0 -0.1 0.9
H -2.763281 0.492497 0.094866 -0.1 0.1 0.0
H -4.082367 1.025178 1.154704 0.0 0.1 0.0
H -4.241260 -0.466512 0.226370 0.0 0.0 0.0
H -0.558355 -2.139464 3.371348 0.2 -0.1 0.2
H -2.979036 -2.214104 4.675831 -0.1 -0.1 0.2
H -5.508987 -1.703040 3.503963 0.1 0.2 -0.1
H -5.428106 -0.158135 2.600667 0.1 -0.1 0.2
H -4.324340 2.427590 8.100664 0.0 0.1 0.2
H -3.834050 4.463254 6.757981 0.0 0.1 0.0
H -3.890327 4.409319 4.322660 0.0 0.1 -0.1
H -4.415438 2.336448 3.085938 0.0 0.0 -0.1
C -0.187222 3.787789 1.092540 0.0 -0.2 0.0
C -0.372149 3.355702 2.557373 0.1 -0.2 0.0
C -0.632880 1.845624 2.479989 -0.2 0.1 0.7
O -0.218686 1.421763 1.188824 0.0 -0.3 -0.3
C -0.460893 2.510396 0.296428 0.1 0.6 -0.6
H 0.825191 4.143712 0.919405 0.0 0.0 0.0
H -0.874955 4.582980 0.811916 0.0 0.0 -0.1
H -1.214263 3.858764 3.027799 0.0 0.0 0.1
H 0.518704 3.575848 3.140834 0.0 0.0 0.0
H -1.705411 1.653367 2.615733 0.1 -0.1 0.0
H -0.069898 1.258518 3.207455 -0.1 0.0 0.0
H -1.505506 2.488043 -0.037763 0.1 -0.1 0.0
H 0.191189 2.362207 -0.565232 -0.2 0.1 0.0